Record 1
This record from OMol25 describes a molecular structure, C38H52Cl5N5O5PSSbSi3Sn. The level of theory is ωB97M-V/def2-TZVPD.

Output
E   -6492.85489 Ha
F_max   0.024 Eh/bohr
E_LUMO   3.828 eV
Total charge   -2
Kohn-Sham gap   4.48 eV

Cartesian coordinates (Å):
Sn  2.22  -0.35  -0.96
O  4.12  -0.30  0.84
C  4.08  0.25  1.92
C  4.05  1.52  2.51
C  5.27  2.11  3.01
C  5.25  3.15  3.90
C  4.03  3.70  4.36
C  2.85  3.19  3.85
C  2.81  2.13  2.94
P  1.28  1.51  2.18
C  0.72  2.87  1.07
C  0.70  2.63  -0.30
C  0.38  3.63  -1.21
C  0.05  4.89  -0.76
C  0.04  5.15  0.61
C  0.38  4.15  1.51
C  0.08  1.67  3.57
C  0.46  1.27  4.85
C  -0.44  1.33  5.91
C  -1.74  1.77  5.71
C  -2.14  2.14  4.43
C  -1.24  2.08  3.37
H  6.21  1.70  2.67
H  6.19  3.57  4.24
H  4.02  4.51  5.08
H  1.91  3.61  4.19
H  0.91  1.63  -0.67
H  0.36  3.40  -2.27
H  -0.22  5.67  -1.46
H  -0.23  6.13  0.98
H  0.37  4.37  2.58
H  1.47  0.92  5.01
H  -0.11  1.04  6.91
H  -2.44  1.81  6.53
H  -3.16  2.46  4.25
H  -1.57  2.35  2.37
C  0.80  -4.89  2.76
N  0.26  -3.67  2.19
C  -0.54  -2.84  3.06
C  0.86  -3.06  1.10
N  0.94  -1.81  0.89
N  1.31  -3.98  0.15
C  2.24  -3.74  -0.85
N  2.16  -4.69  -1.86
N  3.14  -2.84  -0.72
H  0.09  -5.72  2.68
H  1.02  -4.73  3.82
H  1.73  -5.17  2.26
H  -1.21  -3.49  3.64
H  -1.16  -2.17  2.48
H  0.06  -2.25  3.76
H  0.64  -1.24  1.67
H  0.70  -4.77  0.01
H  1.21  -4.87  -2.17
H  2.74  -4.43  -2.65
H  3.77  -2.82  -1.51
O  -0.97  -0.44  -3.84
S  0.54  -0.42  -3.51
O  1.34  -0.47  -4.70
O  0.81  0.78  -2.69
O  0.76  -1.62  -2.62
C  -1.95  2.58  -3.26
Si  -2.81  1.90  -1.73
C  -2.80  3.33  -0.49
C  -4.64  1.79  -2.21
Sb  -1.74  -0.19  -0.72
Si  -3.88  -0.87  0.55
C  -3.60  -0.58  2.42
C  -5.65  -0.23  0.35
C  -4.13  -2.75  0.48
Si  -1.70  -1.95  -3.01
C  -1.18  -2.93  -4.60
C  -3.57  -1.76  -3.34
C  -1.64  -3.50  -1.88
H  -2.11  3.66  -3.36
H  -2.31  2.08  -4.17
H  -0.88  2.38  -3.20
H  -3.21  4.24  -0.94
H  -1.78  3.55  -0.16
H  -3.40  3.08  0.39
H  -4.91  2.63  -2.86
H  -5.28  1.81  -1.32
H  -4.86  0.86  -2.75
H  -4.19  0.28  2.77
H  -2.56  -0.36  2.66
H  -3.92  -1.45  3.01
H  -5.71  0.85  0.55
H  -6.29  -0.75  1.08
H  -6.05  -0.40  -0.65
H  -3.25  -3.28  0.86
H  -4.30  -3.10  -0.55
H  -4.99  -3.05  1.09
H  -1.73  -2.56  -5.48
H  -1.32  -4.02  -4.54
H  -0.13  -2.75  -4.81
H  -3.78  -0.97  -4.08
H  -4.12  -1.53  -2.43
H  -3.95  -2.71  -3.74
H  -0.68  -4.02  -2.03
H  -2.45  -4.17  -2.19
H  -1.75  -3.30  -0.81
Cl  3.49  -2.66  -4.11
C  4.41  -1.21  -3.79
C  4.08  -0.39  -2.71
C  4.85  0.76  -2.61
Cl  4.45  1.92  -1.35
C  5.90  1.08  -3.46
Cl  6.82  2.54  -3.25
C  6.22  0.21  -4.50
Cl  7.55  0.55  -5.55
C  5.46  -0.94  -4.67
Cl  5.85  -2.02  -5.97

Atom charges from the Mulliken analysis, given in e for atoms 1 to 99:
1. Sn 2.65
2. O -0.39
3. C -0.75
4. C 0.92
5. C -1.08
6. C -0.42
7. C -0.97
8. C -0.05
9. C -0.17
10. P 1.45
11. C 0.49
12. C 0.38
13. C -1.02
14. C -0.84
15. C -0.88
16. C 0.37
17. C 0.17
18. C -0.85
19. C -0.64
20. C -0.60
21. C -0.32
22. C -0.84
23. H 0.41
24. H 0.34
25. H 0.39
26. H 0.17
27. H -1.02
28. H 0.90
29. H 0.37
30. H 0.36
31. H 0.21
32. H 0.54
33. H 0.40
34. H 0.35
35. H 0.43
36. H 0.35
37. C -1.28
38. N 0.23
39. C -1.17
40. C 0.04
41. N 0.74
42. N 0.00
43. C 0.25
44. N -0.64
45. N -0.57
46. H 0.31
47. H 0.41
48. H 0.42
49. H 0.42
50. H 0.06
51. H 0.46
52. H -0.54
53. H 0.35
54. H 0.28
55. H 0.22
56. H 0.12
57. O -0.23
58. S 0.61
59. O -0.73
60. O -0.93
61. O 0.17
62. C -0.48
63. Si 0.73
64. C -1.00
65. C -1.26
66. Sb -1.32
67. Si 1.03
68. C -0.80
69. C -1.43
70. C -1.21
71. Si 1.72
72. C -1.45
73. C -1.08
74. C -0.18
75. H 0.49
76. H 0.36
77. H -0.49
78. H 0.36
79. H 0.25
80. H 0.29
81. H 0.41
82. H 0.32
83. H 0.21
84. H 0.29
85. H -0.20
86. H 0.43
87. H 0.33
88. H 0.42
89. H 0.34
90. H 0.26
91. H 0.27
92. H 0.41
93. H 0.26
94. H 0.34
95. H 0.24
96. H 0.28
97. H -0.05
98. H 0.40
99. H -0.43


Record 2
This record from OMol25 describes 11 unconnected molecules or ions with the total composition C38H52F24O28S3. The level of theory is ωB97M-V/def2-TZVPD.

Output
E   -7177.28588 Ha
F_max   0.043 Eh/bohr
E_LUMO   0.080 eV
Kohn-Sham gap   10.90 eV

Cartesian coordinates (Å):
C  -4.89  5.55  -1.77
C  -4.80  4.18  -2.43
O  -5.36  3.17  -1.57
C  -4.54  2.60  -0.73
O  -3.43  2.92  -0.48
C  -5.13  1.40  0.02
F  -4.67  0.29  -0.61
F  -4.69  1.36  1.28
F  -6.45  1.29  0.03
H  -5.88  5.77  -1.37
H  -4.58  6.38  -2.39
H  -4.24  5.47  -0.89
H  -3.78  3.98  -2.75
H  -5.50  4.20  -3.27
C  0.48  -3.00  -5.60
C  1.28  -3.60  -4.46
O  2.68  -3.62  -4.77
C  3.21  -4.80  -5.06
O  2.63  -5.80  -5.28
C  4.72  -4.61  -5.36
F  5.20  -3.60  -4.57
F  5.37  -5.70  -5.00
F  4.98  -4.23  -6.61
H  0.53  -3.59  -6.51
H  0.90  -2.01  -5.79
H  -0.56  -2.93  -5.28
H  0.94  -4.63  -4.28
H  1.16  -3.07  -3.52
C  -2.82  -2.43  -2.96
C  -2.50  -3.20  -1.70
O  -3.13  -4.48  -1.72
C  -3.18  -5.17  -0.61
O  -2.60  -4.85  0.39
C  -3.95  -6.50  -0.73
F  -5.01  -6.32  -1.53
F  -3.13  -7.44  -1.26
F  -4.31  -6.95  0.47
H  -2.14  -1.59  -3.03
H  -3.88  -2.16  -2.94
H  -2.74  -3.09  -3.83
H  -2.62  -2.68  -0.74
H  -1.42  -3.39  -1.65
C  -1.99  -2.34  2.51
C  -1.30  -2.99  3.70
O  -2.21  -3.07  4.81
C  -2.08  -4.16  5.54
O  -1.19  -4.92  5.47
C  -3.20  -4.33  6.58
F  -3.86  -3.20  6.83
F  -4.07  -5.23  6.12
F  -2.69  -4.80  7.70
H  -1.54  -2.65  1.57
H  -2.04  -1.25  2.57
H  -3.05  -2.63  2.47
H  -0.42  -2.37  3.90
H  -1.02  -4.00  3.41
C  4.96  -3.08  -1.22
C  3.71  -3.88  -1.51
O  4.03  -5.23  -1.90
C  4.60  -6.11  -1.10
O  4.99  -5.87  -0.01
C  4.83  -7.46  -1.82
F  4.23  -7.50  -2.99
F  6.16  -7.60  -1.98
F  4.38  -8.47  -1.09
H  5.41  -3.39  -0.29
H  4.70  -2.02  -1.17
H  5.70  -3.18  -2.02
H  3.04  -3.52  -2.28
H  3.05  -3.96  -0.64
C  -4.38  5.57  3.33
C  -2.94  6.05  3.30
O  -2.13  5.12  2.55
C  -1.62  5.58  1.42
O  -1.98  6.55  0.84
C  -0.41  4.77  0.91
F  -0.56  3.46  1.09
F  -0.26  4.95  -0.38
F  0.65  5.18  1.61
H  -4.48  4.55  3.68
H  -4.79  5.67  2.32
H  -4.89  6.33  3.92
H  -2.56  6.20  4.31
H  -2.92  6.99  2.75
C  4.75  0.18  0.59
C  4.02  0.59  1.85
O  3.70  -0.64  2.56
C  2.95  -0.54  3.62
O  2.41  0.43  4.05
C  2.58  -1.91  4.23
F  3.23  -2.04  5.39
F  1.27  -1.97  4.49
F  2.86  -2.92  3.42
H  5.83  0.34  0.61
H  4.37  0.77  -0.24
H  4.60  -0.87  0.37
H  3.04  1.02  1.62
H  4.56  1.27  2.50
C  5.38  5.08  1.16
C  3.98  5.52  0.80
O  3.33  4.52  0.01
C  3.25  4.74  -1.29
O  3.86  5.57  -1.86
C  2.31  3.78  -2.04
F  1.87  2.83  -1.23
F  1.27  4.45  -2.49
F  2.95  3.31  -3.09
H  6.07  5.02  0.32
H  5.40  4.19  1.78
H  5.83  5.86  1.79
H  4.10  6.42  0.21
H  3.34  5.73  1.66
O  -1.85  2.54  -3.34
S  -0.91  2.08  -4.31
O  0.45  2.40  -4.17
O  -1.08  0.52  -4.56
C  -1.82  0.15  -5.71
C  -1.92  1.43  -6.56
O  -1.49  2.51  -5.76
H  -1.28  -0.67  -6.17
H  -2.83  -0.17  -5.46
H  -2.97  1.59  -6.84
H  -1.41  1.42  -7.52
O  -0.06  2.68  3.92
S  -1.16  2.46  4.79
O  -2.30  1.74  4.37
O  -0.57  1.85  6.13
C  -0.03  2.90  6.92
C  -1.03  4.06  6.73
O  -1.61  3.88  5.43
H  0.14  2.63  7.96
H  0.95  3.13  6.49
H  -0.49  5.00  6.78
H  -1.77  3.94  7.51
O  0.68  -2.37  -1.13
S  0.48  -0.97  -1.22
O  0.70  -0.31  -2.46
O  -0.98  -0.59  -0.69
C  -0.98  0.56  0.16
C  0.41  0.57  0.78
O  1.31  -0.26  0.01
H  -1.16  1.47  -0.42
H  -1.75  0.42  0.91
H  0.35  0.21  1.81
H  0.81  1.58  0.87

Atom charges from the Mulliken analysis, given in e for atoms 1 to 99:
1. C -0.80
2. C 0.15
3. O -0.38
4. C 0.25
5. O -0.05
6. C 0.79
7. F -0.28
8. F -0.20
9. F -0.28
10. H 0.30
11. H 0.40
12. H -0.06
13. H 0.00
14. H 0.34
15. C -1.12
16. C 0.47
17. O -0.33
18. C 0.44
19. O -0.54
20. C 0.87
21. F -0.25
22. F -0.23
23. F -0.26
24. H 0.34
25. H 0.32
26. H 0.20
27. H 0.37
28. H -0.23
29. C -1.05
30. C 0.79
31. O -0.40
32. C 0.35
33. O -0.50
34. C 0.86
35. F -0.24
36. F -0.25
37. F -0.23
38. H 0.04
39. H 0.37
40. H 0.43
41. H 0.08
42. H -0.20
43. C -0.43
44. C -0.12
45. O -0.26
46. C 0.37
47. O -0.50
48. C 0.89
49. F -0.24
50. F -0.26
51. F -0.25
52. H 0.02
53. H 0.07
54. H 0.47
55. H -0.05
56. H 0.49
57. C -1.20
58. C 0.34
59. O -0.11
60. C 0.32
61. O -0.52
62. C 0.85
63. F -0.21
64. F -0.27
65. F -0.27
66. H 0.46
67. H 0.25
68. H 0.37
69. H -0.32
70. H 0.42
71. C -1.19
72. C -0.36
73. O -0.03
74. C 0.05
75. O -0.58
76. C 0.95
77. F -0.14
78. F -0.21
79. F -0.22
80. H 0.29
81. H 0.27
82. H 0.41
83. H 0.30
84. H 0.48
85. C -1.14
86. C 0.77
87. O -0.25
88. C 0.38
89. O -0.54
90. C 0.85
91. F -0.27
92. F -0.40
93. F -0.23
94. H 0.43
95. H 0.30
96. H -0.07
97. H -0.73
98. H 0.57
99. C -1.16